Record 1
Density functional theory data (ωB97M-V with the def2-TZVPD basis set) for a structure of composition C16H19AgClN3O13P2S at a distorted geometry.

```
! RIJCOSX wB97M-V def2-TZVPD def2/J DEFGRID3
* xyz -2 1
Ag -0.819 1.064 1.417
O -5.228 1.440 1.488
Cl -3.881 1.449 2.011
O -3.128 2.413 1.274
O -3.871 1.788 3.391
O -3.307 0.150 1.855
C 3.632 0.257 -0.050
C 2.834 -0.793 0.691
O 3.686 -1.798 1.215
P 1.592 -1.520 -0.433
O 1.167 -2.906 0.240
O 2.418 -1.980 -1.735
O 0.499 -0.597 -0.813
P 1.981 -0.001 2.143
O 0.794 -1.129 2.296
O 2.933 -0.126 3.293
O 1.537 1.338 1.654
H 4.300 -0.209 -0.785
H 4.238 0.814 0.671
H 2.971 0.982 -0.526
H 3.787 -1.533 2.155
H 0.946 -2.675 1.180
H 1.973 -1.633 -2.514
H 0.392 -1.200 3.193
S -2.298 -0.349 -5.075
C -2.086 0.286 -3.415
C -2.527 -0.490 -2.361
C -2.299 -0.029 -1.077
N -1.637 1.097 -0.832
C -1.194 1.817 -1.849
C -1.419 1.476 -3.169
C -0.649 -0.991 -5.324
C -0.389 -2.345 -5.176
C 0.914 -2.793 -5.380
N 1.937 -2.013 -5.726
C 1.661 -0.718 -5.840
C 0.403 -0.156 -5.667
H -3.040 -1.417 -2.524
H -2.644 -0.575 -0.209
H -0.634 2.719 -1.608
H -1.052 2.108 -3.971
H -1.154 -3.038 -4.866
H 1.128 -3.852 -5.270
H 2.501 -0.099 -6.100
H 0.262 0.904 -5.810
O -0.292 -1.181 4.784
C -0.560 0.041 4.825
C -0.670 0.840 6.129
C -0.668 2.283 5.644
C -0.759 2.141 4.124
O -0.842 3.072 3.347
N -0.737 0.829 3.758
H 0.156 0.563 6.786
H -1.597 0.579 6.634
H 0.240 2.830 5.906
H -1.501 2.867 6.001
*
```

## Properties
HOMO level, Ha: -0.093
Lowest unoccupied orbital energy, Eh: 0.13205
Relative energy (zero: lowest compared OMol25 entry of this formula, charge and spin), kcal/mol: 0.00


Record 2
Density functional theory data (ωB97M-V with the def2-TZVPD basis set) for a cluster of 11 separate species, C30H61FIN21O13P2S in total at a distorted geometry.

```
! RIJCOSX wB97M-V def2-TZVPD def2/J DEFGRID3
* xyz 0 1
C -1.978 -0.112 0.656
C -1.193 -0.547 1.474
C -0.290 -1.142 2.507
C 1.168 -0.652 2.379
C 1.925 -1.122 1.274
C 3.251 -0.692 1.219
C 3.805 0.181 2.165
C 3.072 0.660 3.252
C 3.710 1.581 4.296
C 5.243 1.758 4.151
F 5.962 0.624 4.505
C 1.722 0.228 3.326
P 0.698 0.841 4.749
P 0.857 3.016 4.891
O 1.181 3.678 3.626
O 1.916 3.401 6.074
O -0.612 3.601 5.429
S 4.345 -1.237 -0.078
C 3.328 -2.365 -1.024
C 3.950 -3.007 -2.096
C 3.248 -3.891 -2.918
C 1.892 -4.110 -2.642
C 1.265 -3.455 -1.553
C -0.250 -3.672 -1.262
C -1.063 -2.416 -1.842
C -0.271 -1.636 -2.937
I -2.946 -2.991 -2.781
C 1.982 -2.569 -0.702
N 1.228 -1.974 0.362
H -2.773 0.113 -0.039
H -0.680 -1.065 3.528
H -0.241 -2.228 2.281
H 4.848 0.482 2.021
H 3.287 2.595 4.197
H 3.538 1.116 5.287
H 5.502 2.646 4.750
H 5.422 2.059 3.103
H -0.680 0.635 4.511
H 1.615 2.874 6.839
H -1.274 3.353 4.765
H 5.006 -2.819 -2.321
H 3.721 -4.390 -3.767
H 1.290 -4.807 -3.256
H -0.363 -3.608 -0.167
H -0.608 -4.628 -1.666
H -1.293 -1.703 -1.037
H -0.986 -0.945 -3.426
H 0.527 -0.998 -2.518
H 0.083 -2.318 -3.725
H 0.512 -1.391 -0.078
C -1.511 7.557 6.336
O -1.536 8.774 6.447
N -2.636 6.816 6.124
N -0.357 6.837 6.416
H -2.633 5.819 6.032
H -3.509 7.310 6.061
H 0.491 7.350 6.570
H -0.321 5.841 6.327
C -5.235 9.616 7.816
O -4.776 8.685 8.465
N -4.576 10.186 6.774
N -6.461 10.161 8.085
H -4.944 10.945 6.235
H -3.671 9.814 6.540
H -6.980 9.769 8.847
H -6.857 10.921 7.566
C -3.165 -1.740 -7.059
O -2.160 -1.259 -6.550
N -3.417 -3.071 -7.063
N -4.119 -0.974 -7.669
H -4.231 -3.485 -7.471
H -2.740 -3.666 -6.625
H -3.968 0.018 -7.688
H -4.947 -1.349 -8.090
C 0.958 -4.188 -6.180
O 0.379 -4.896 -5.364
N 2.259 -4.386 -6.522
N 0.347 -3.144 -6.807
H 2.752 -3.821 -7.192
H 2.742 -5.145 -6.079
H -0.616 -2.963 -6.570
H 0.800 -2.546 -7.474
C 2.639 -5.209 -10.146
O 3.372 -4.255 -9.926
N 3.084 -6.364 -10.721
N 1.314 -5.204 -9.834
H 2.497 -7.156 -10.906
H 4.056 -6.408 -10.966
H 0.949 -4.372 -9.408
H 0.695 -5.976 -10.003
C -4.405 -6.551 -6.737
O -4.500 -5.348 -6.546
N -5.485 -7.350 -6.977
N -3.198 -7.180 -6.730
H -5.422 -8.337 -7.137
H -6.387 -6.911 -6.989
H -2.384 -6.613 -6.558
H -3.081 -8.163 -6.886
C 4.345 2.236 9.127
O 4.107 2.253 10.320
N 3.646 2.994 8.226
N 5.328 1.460 8.582
H 3.827 2.995 7.239
H 2.916 3.578 8.590
H 5.862 0.890 9.212
H 5.539 1.432 7.601
C -7.612 7.281 5.940
O -6.746 7.603 5.144
N -8.935 7.216 5.597
N -7.335 6.961 7.235
H -9.663 6.954 6.234
H -9.175 7.445 4.651
H -6.370 7.003 7.521
H -8.031 6.695 7.905
C -0.413 -9.537 -8.873
O 0.149 -8.486 -9.128
N -1.149 -10.222 -9.798
N -0.358 -10.123 -7.640
H -1.619 -11.087 -9.608
H -1.215 -9.824 -10.717
H 0.174 -9.649 -6.931
H -0.814 -10.985 -7.411
C 6.201 5.708 3.839
O 5.839 4.561 3.625
N 6.711 6.507 2.860
N 6.124 6.284 5.073
H 7.014 7.450 3.012
H 6.782 6.115 1.939
H 5.752 5.725 5.818
H 6.415 7.223 5.268
*
```

## Properties
SMILES: C#CCc1c2c(cc(CCF)c1PP(=O)(O)O)Sc1cccc(C[C@@H](C)I)c1N2.NC(N)=O.NC(N)=O.NC(N)=O.NC(N)=O.NC(N)=O.NC(N)=O.NC(N)=O.NC(N)=O.NC(N)=O.NC(N)=O
HOMO level, Ha: -0.268
Lowest unoccupied orbital energy, Eh: -0.00072


The records above give, respectively, frontier orbital gap values of 6.1, 7.3 eV.